(1)
89
Properties=species:S:1:pos:R:3:lowdin_charge:R:1 method="wB97M-V/def2-TZVPD" mol_weight_da=606.6 charge=+1 homo_lumo_gap_ev=8.0 homo_ha=-0.4216
C 4.829 -0.180 2.535 -0.11
C 4.910 0.947 1.506 -0.23
C 3.777 1.999 1.507 -0.19
C 2.923 2.102 2.773 -0.21
C 1.771 1.093 2.833 -0.29
C 0.726 1.561 3.836 -0.46
S -0.866 0.669 3.832 0.67
P -0.225 -1.403 3.135 0.74
O -1.701 -1.975 3.317 -0.37
O 0.387 -1.607 4.633 -0.31
P -2.001 1.927 2.344 0.38
O -0.773 2.123 1.298 -0.42
Br -3.189 0.386 1.397 0.39
H 5.746 -0.770 2.497 0.08
H 4.734 0.180 3.561 0.07
H 4.016 -0.878 2.316 0.06
H 4.944 0.495 0.514 0.09
H 5.866 1.459 1.632 0.11
H 3.114 1.794 0.660 0.11
H 4.208 2.981 1.305 0.11
H 3.540 1.975 3.667 0.12
H 2.510 3.114 2.831 0.11
H 1.327 0.969 1.843 0.09
H 2.162 0.124 3.152 0.07
H 1.065 1.463 4.868 0.09
H 0.454 2.604 3.659 0.07
H -1.875 -2.842 2.852 0.06
H 1.110 -2.252 4.652 0.08
H -0.720 3.038 0.983 0.08
C -7.197 2.837 -0.698 -0.08
C -6.230 3.947 -1.064 -0.27
O -4.868 3.645 -0.790 -0.17
C -4.335 2.519 -1.460 -0.32
C -4.356 2.606 -2.975 -0.07
H -7.105 2.578 0.358 0.08
H -8.219 3.167 -0.884 0.08
H -7.032 1.934 -1.288 0.07
H -6.436 4.835 -0.467 0.12
H -6.355 4.232 -2.114 0.11
H -4.832 1.600 -1.124 0.09
H -3.301 2.465 -1.112 0.09
H -5.372 2.646 -3.369 0.07
H -3.872 1.727 -3.401 0.08
H -3.825 3.495 -3.317 0.09
C -5.736 -4.107 3.041 -0.06
C -4.485 -3.282 2.829 -0.28
O -3.306 -3.983 2.423 -0.21
C -3.363 -4.650 1.160 -0.24
C -3.648 -3.718 -0.002 -0.07
H -5.563 -4.884 3.786 0.09
H -6.537 -3.459 3.394 0.09
H -6.078 -4.587 2.124 0.07
H -4.195 -2.824 3.772 0.12
H -4.658 -2.472 2.114 0.09
H -4.091 -5.463 1.195 0.12
H -2.380 -5.107 1.045 0.12
H -4.632 -3.253 0.071 0.07
H -3.618 -4.275 -0.938 0.08
H -2.897 -2.925 -0.050 0.06
C 2.392 -3.079 -1.606 -0.08
C 1.668 -2.978 -2.938 -0.27
O 0.393 -3.599 -2.954 -0.15
C -0.558 -3.098 -2.041 -0.29
C -0.899 -1.629 -2.234 -0.07
H 2.505 -4.122 -1.309 0.08
H 3.385 -2.635 -1.694 0.07
H 1.864 -2.552 -0.809 0.06
H 2.235 -3.502 -3.708 0.12
H 1.595 -1.931 -3.253 0.11
H -0.238 -3.281 -1.006 0.10
H -1.447 -3.707 -2.209 0.11
H -0.037 -0.982 -2.062 0.07
H -1.681 -1.333 -1.531 0.05
H -1.260 -1.450 -3.247 0.09
C 6.198 0.532 -3.624 -0.07
C 4.999 1.152 -2.929 -0.28
O 5.331 2.024 -1.860 -0.18
C 6.130 3.148 -2.197 -0.28
C 5.499 4.077 -3.219 -0.08
H 6.818 -0.012 -2.910 0.08
H 5.861 -0.166 -4.392 0.08
H 6.821 1.281 -4.114 0.07
H 4.394 0.371 -2.466 0.11
H 4.359 1.661 -3.659 0.11
H 7.121 2.829 -2.534 0.11
H 6.270 3.675 -1.253 0.12
H 5.358 3.592 -4.185 0.07
H 6.147 4.940 -3.377 0.08
H 4.528 4.432 -2.871 0.08

---

(2)
33
Properties=species:S:1:pos:R:3:lowdin_charge:R:1 method="wB97M-V/def2-TZVPD" mol_weight_da=372.2 charge=-1 homo_lumo_gap_ev=7.1 homo_ha=-0.1939
C 4.577 -1.093 2.249 -0.08
C 3.619 -1.841 1.531 0.00
C 2.549 -1.169 0.919 -0.09
C 2.416 0.189 1.004 -0.09
C 3.354 0.952 1.721 0.00
C 4.440 0.303 2.347 -0.08
C 1.096 0.566 0.365 -0.38
O 0.709 1.709 0.205 0.09
N 0.449 -0.623 0.039 0.14
C 1.301 -1.701 0.258 -0.37
O 1.100 -2.901 0.023 0.06
H 5.423 -1.586 2.737 0.10
H 3.701 -2.916 1.460 0.11
H 3.238 2.020 1.807 0.11
H 5.188 0.865 2.918 0.10
O -4.229 3.516 -0.604 0.04
N -3.445 3.008 -1.417 -0.34
O -3.115 3.582 -2.485 0.00
C -2.885 1.695 -1.204 -0.10
C -1.879 1.227 -2.067 0.10
C -1.248 -0.011 -1.852 -0.16
N -0.405 -0.576 -2.856 -0.34
O -0.018 0.164 -3.783 0.02
O -0.118 -1.791 -2.809 0.04
C -1.344 -0.764 -0.607 0.04
C -2.591 -0.412 0.036 -0.05
N -3.430 -1.210 0.832 -0.16
O -3.320 -2.325 1.316 0.05
O -4.597 -0.421 1.107 0.01
N -4.532 0.788 0.467 0.12
C -3.342 0.761 -0.203 -0.16
H -1.533 1.847 -2.882 0.13
H -1.128 -1.853 -0.571 0.14

---

(3)
82
Properties=species:S:1:pos:R:3:lowdin_charge:R:1 method="wB97M-V/def2-TZVPD" mol_weight_da=639.8 charge=+4 homo_lumo_gap_ev=5.2 homo_ha=-0.6641
Zr -0.124 0.523 0.252 1.09
P 1.771 -1.394 -0.295 0.76
P 1.882 1.536 1.651 0.72
P -1.054 -0.483 -2.180 0.73
H -2.562 3.946 1.628 0.14
C -2.467 3.415 0.634 0.13
C -1.647 2.342 0.371 -0.25
H -0.562 2.421 0.800 0.02
C 3.253 -1.219 -1.377 -0.22
C 2.615 -1.726 1.300 -0.25
C 1.330 -3.062 -0.895 -0.24
C 1.388 3.231 2.112 -0.24
C 1.793 0.771 3.305 -0.22
C 3.679 1.794 1.424 -0.20
C -2.467 0.571 -2.656 -0.25
C -1.860 -2.075 -1.756 -0.25
C -0.457 -0.842 -3.880 -0.21
H -3.111 3.745 -0.173 0.10
H -2.052 1.544 -0.288 0.04
H 3.796 -2.181 -1.400 0.08
H 3.921 -0.436 -1.000 0.06
H 2.956 -0.976 -2.405 0.06
H 3.360 -2.524 1.183 0.09
H 1.901 -2.009 2.084 0.04
H 3.154 -0.829 1.640 0.00
H 2.230 -3.667 -1.059 0.08
H 0.738 -3.047 -1.818 0.04
H 0.755 -3.611 -0.148 0.00
H 2.118 3.627 2.832 0.08
H 0.393 3.184 2.573 0.05
H 1.356 3.877 1.223 0.06
H 2.278 1.438 4.029 0.09
H 2.301 -0.194 3.305 0.04
H 0.747 0.601 3.580 0.04
H 4.011 2.614 2.084 0.09
H 3.850 2.080 0.377 0.05
H 4.263 0.896 1.658 0.06
H -2.923 0.208 -3.588 0.08
H -2.153 1.617 -2.805 0.06
H -3.196 0.519 -1.840 0.05
H -2.672 -2.286 -2.465 0.08
H -2.264 -2.018 -0.737 0.02
H -1.135 -2.898 -1.791 0.03
H -1.271 -0.788 -4.622 0.08
H -0.012 -1.845 -3.929 0.06
H 0.293 -0.096 -4.170 0.04
C 1.096 3.852 -3.111 -0.60
C 0.307 4.797 -2.430 -0.15
C -0.302 5.793 -3.191 -0.05
C 0.221 6.054 -4.465 -0.02
C 1.073 5.143 -5.126 -0.02
C 1.402 3.952 -4.476 -0.10
Se 1.522 2.274 -2.109 0.84
H 0.180 1.816 -2.739 -0.10
H 0.124 4.655 -1.363 0.08
H -1.176 6.332 -2.815 0.12
H -0.084 6.979 -4.936 0.13
H 1.467 5.302 -6.133 0.13
H 1.880 3.131 -4.997 0.11
C -2.834 -4.283 1.826 0.04
N -1.408 -4.470 2.134 -0.21
C -0.858 -5.797 1.719 0.06
C -0.596 -3.326 1.605 -0.12
C -0.949 -2.030 2.284 -0.22
C -1.242 -1.909 3.647 0.02
C -1.792 -0.764 4.247 0.01
C -2.040 0.352 3.484 -0.01
C -1.710 0.255 2.117 -0.20
C -1.106 -0.880 1.510 -0.25
H -2.946 -4.165 0.732 0.12
H -3.178 -3.370 2.348 0.12
H -3.358 -5.193 2.153 0.13
H -1.343 -4.416 3.158 0.17
H -0.816 -5.833 0.612 0.13
H 0.147 -5.843 2.176 0.13
H -1.564 -6.547 2.118 0.13
H 0.445 -3.638 1.705 0.12
H -0.863 -3.317 0.544 0.09
H -1.073 -2.782 4.271 0.13
H -2.077 -0.746 5.301 0.15
H -2.521 1.265 3.881 0.15
H -2.174 1.061 1.548 0.06

---

(4)
16
Properties=species:S:1:pos:R:3:lowdin_charge:R:1 method="wB97M-V/def2-TZVPD" mol_weight_da=90.1 charge=0 homo_lumo_gap_ev="7.4 / 7.5" de_lowest_kj_mol=378.6 homo_ha="-0.2685 / -0.2778"
C -0.670 0.767 1.474 -0.31
C 2.039 0.719 -0.242 -0.18
C -2.130 -0.543 -0.685 -0.24
C 0.699 0.654 -0.991 -0.41
P -0.478 -0.225 0.150 0.73
H 0.244 1.454 1.601 0.01
H -1.182 0.486 2.438 0.02
H 2.785 1.353 -0.735 0.08
H 1.800 1.175 0.739 0.04
H 2.302 -0.342 -0.076 0.04
H -2.279 -1.522 -1.092 0.02
H -2.954 -0.277 0.014 0.05
H -2.074 0.102 -1.584 0.04
H 0.769 0.193 -1.924 0.05
H 0.260 1.651 -1.222 0.10
H 0.725 -2.230 0.455 -0.01

---

(5)
66
Properties=species:S:1:pos:R:3:lowdin_charge:R:1 method="wB97M-V/def2-TZVPD" spin_multiplicity=5 mol_weight_da=600.6 charge=+2 homo_lumo_gap_ev="6.6 / 7.8" de_lowest_kj_mol=2.4 s2=6.231 homo_ha="-0.4975 / -0.4978"
Mn 0.580 -0.814 0.865 0.84
N 0.091 -2.464 4.576 0.15
C 0.903 -1.478 5.095 -0.02
C 1.401 -0.802 4.028 -0.08
N 0.916 -1.368 2.871 0.04
C 0.120 -2.358 3.240 -0.24
C -0.568 -3.115 2.204 -0.25
N -0.475 -2.690 0.957 0.01
C -1.163 -3.596 0.180 -0.09
C -1.675 -4.566 0.980 -0.02
N -1.285 -4.246 2.265 0.15
H -0.447 -3.118 5.123 0.18
H 1.050 -1.352 6.153 0.14
H 2.074 0.037 4.024 0.11
H -1.238 -3.494 -0.889 0.12
H -2.257 -5.443 0.758 0.14
H -1.496 -4.793 3.085 0.18
C 2.473 -1.288 -5.501 -0.05
C 1.785 -0.087 -5.388 -0.05
C 1.221 0.288 -4.177 -0.07
C 1.363 -0.553 -3.077 -0.36
C 2.045 -1.763 -3.188 -0.09
C 2.603 -2.128 -4.402 -0.06
P 0.768 -0.026 -1.459 1.08
C -0.514 1.221 -1.683 -0.39
C -0.298 2.563 -1.383 -0.08
C -1.326 3.480 -1.555 -0.06
C -2.562 3.059 -2.027 -0.05
C -2.777 1.721 -2.336 -0.05
C -1.756 0.800 -2.158 -0.10
C 2.196 0.731 -0.651 -0.40
C 3.208 1.539 -1.166 -0.04
C 4.336 1.755 -0.388 -0.04
C 4.475 1.134 0.855 -0.04
C 3.479 0.302 1.361 -0.10
C 2.331 0.141 0.601 -0.26
H 2.905 -1.574 -6.450 0.12
H 1.681 0.561 -6.248 0.12
H 0.677 1.222 -4.100 0.11
H 2.148 -2.417 -2.329 0.10
H 3.132 -3.067 -4.492 0.12
H 0.672 2.895 -1.030 0.10
H -1.160 4.525 -1.327 0.12
H -3.360 3.777 -2.161 0.12
H -3.736 1.399 -2.720 0.12
H -1.927 -0.244 -2.401 0.11
H 3.128 1.961 -2.161 0.12
H 5.136 2.379 -0.764 0.12
H 5.380 1.284 1.429 0.12
H 3.623 -0.199 2.309 0.10
N 0.898 2.360 2.331 0.14
C -0.367 1.985 2.056 -0.68
N -0.713 0.821 1.558 0.02
C -2.114 0.766 1.383 -0.30
C -2.840 -0.302 0.866 -0.04
C -4.217 -0.198 0.773 -0.06
C -4.883 0.955 1.188 -0.06
C -4.175 2.025 1.703 -0.06
C -2.794 1.911 1.790 -0.46
S -1.661 3.087 2.391 1.15
H 1.670 1.835 1.948 0.06
H 1.083 3.297 2.645 0.11
H -2.341 -1.195 0.520 0.08
H -4.788 -1.025 0.370 0.11
H -5.960 1.016 1.106 0.12
H -4.683 2.926 2.021 0.12

---

(6)
14
Properties=species:S:1:pos:R:3:lowdin_charge:R:1 method="wB97M-V/def2-TZVPD" mol_weight_da=137.2 charge=0 homo_lumo_gap_ev=8.5 de_lowest_kj_mol=381.6 homo_ha=-0.3042
C 0.018 0.164 -2.592 -0.07
C 0.604 0.355 -0.325 -0.74
H 0.191 0.629 -3.637 0.08
H 0.332 -0.930 -2.330 0.06
H -1.080 0.385 -2.172 0.10
H 0.872 1.824 -1.530 0.15
H 1.421 -1.721 -0.137 0.15
H -1.654 -1.493 1.498 0.01
H 0.301 0.016 2.219 -0.14
N 1.211 0.731 -1.535 -0.02
N 0.574 -1.018 0.103 -0.50
N -0.112 1.249 0.257 -0.37
S -0.850 -1.851 0.031 0.62
S -0.140 1.317 1.958 0.66